Molecular formula: C57H133N3O27
Method: DFT, ωB97M-V with the def2-TZVPD basis set

```
! wB97M-V def2-TZVPD RIJCOSX def2/J DEFGRID3
* xyz 0 1
C 9.56 -1.80 12.72
O 8.57 -2.36 11.82
C 8.42 -3.75 12.09
C 7.25 -4.43 11.36
O 5.98 -4.34 12.02
C 5.80 -5.28 13.05
C 4.32 -5.29 13.60
O 4.12 -6.42 14.45
C 2.89 -6.55 15.14
H 9.27 -1.79 13.77
H 9.71 -0.74 12.48
H 10.50 -2.30 12.48
H 8.35 -3.97 13.15
H 9.33 -4.22 11.71
H 7.52 -5.41 10.97
H 7.10 -3.94 10.40
H 6.50 -5.12 13.86
H 6.00 -6.28 12.65
H 3.56 -5.40 12.82
H 4.15 -4.38 14.18
H 2.99 -7.50 15.66
H 2.12 -6.68 14.37
H 2.74 -5.68 15.77
C 7.23 7.27 0.56
O 7.21 6.37 -0.56
C 8.47 5.68 -0.89
C 8.20 4.89 -2.22
O 8.21 5.75 -3.33
C 8.06 5.24 -4.58
C 6.64 4.58 -4.74
O 5.56 5.39 -4.31
C 4.24 4.82 -4.60
H 7.72 6.88 1.45
H 6.18 7.44 0.79
H 7.59 8.24 0.24
H 8.69 4.95 -0.11
H 9.43 6.19 -0.98
H 7.25 4.38 -2.03
H 8.96 4.13 -2.38
H 8.80 4.47 -4.80
H 8.19 6.08 -5.26
H 6.67 3.67 -4.15
H 6.58 4.30 -5.80
H 3.40 5.22 -4.04
H 4.30 3.75 -4.41
H 4.06 4.87 -5.67
C 0.70 -8.93 -7.56
O 1.36 -8.60 -8.83
C 1.50 -9.75 -9.63
C 2.75 -9.48 -10.51
O 3.98 -9.15 -9.82
C 4.94 -8.62 -10.61
C 6.31 -8.47 -9.82
O 7.31 -9.45 -10.10
C 6.84 -10.71 -9.77
H 0.47 -8.04 -6.98
H 1.27 -9.67 -7.01
H -0.28 -9.36 -7.77
H 0.68 -9.96 -10.32
H 1.75 -10.64 -9.05
H 2.42 -8.80 -11.30
H 2.96 -10.34 -11.15
H 4.54 -7.62 -10.76
H 4.93 -9.11 -11.59
H 6.19 -8.52 -8.74
H 6.73 -7.47 -9.94
H 7.63 -11.45 -9.89
H 6.05 -11.02 -10.45
H 6.31 -10.68 -8.82
C -9.00 8.27 1.75
O -8.15 8.00 2.83
C -8.24 6.67 3.32
C -7.16 6.47 4.33
O -5.87 6.67 3.79
C -4.80 6.13 4.54
C -3.65 6.19 3.57
O -3.17 7.55 3.40
C -1.97 7.53 2.67
H -10.08 8.27 1.88
H -8.80 7.59 0.92
H -8.74 9.28 1.41
H -8.08 6.02 2.46
H -9.20 6.38 3.74
H -7.20 5.47 4.77
H -7.28 7.10 5.21
H -5.03 5.07 4.70
H -4.60 6.64 5.49
H -3.79 5.67 2.62
H -2.85 5.65 4.08
H -1.14 7.01 3.15
H -1.71 8.58 2.50
H -2.12 7.04 1.71
C -13.01 -8.70 -3.37
O -11.81 -8.56 -2.58
C -11.89 -7.77 -1.41
C -11.60 -6.29 -1.78
O -10.30 -6.08 -2.28
C -10.16 -4.81 -2.87
C -8.71 -4.27 -2.66
O -8.28 -4.15 -1.32
C -9.05 -3.19 -0.57
H -13.50 -7.74 -3.50
H -13.75 -9.43 -3.06
H -12.68 -9.03 -4.36
H -11.18 -8.08 -0.64
H -12.85 -7.87 -0.91
H -11.77 -5.60 -0.95
H -12.36 -5.97 -2.49
H -10.82 -4.08 -2.40
H -10.39 -4.95 -3.93
H -8.66 -3.26 -3.07
H -7.91 -4.81 -3.17
H -8.50 -2.94 0.34
H -10.00 -3.69 -0.38
H -9.23 -2.26 -1.12
C -2.46 2.58 -8.58
O -2.73 3.42 -9.66
C -2.91 4.76 -9.23
C -3.23 5.61 -10.49
O -2.15 5.50 -11.47
C -0.88 6.20 -11.30
C 0.24 5.34 -11.91
O 0.14 5.52 -13.32
C 0.76 4.46 -14.10
H -2.35 1.53 -8.83
H -3.23 2.64 -7.80
H -1.46 2.84 -8.24
H -2.03 5.11 -8.69
H -3.77 4.84 -8.55
H -3.32 6.68 -10.33
H -4.19 5.27 -10.87
H -0.62 6.31 -10.25
H -0.97 7.20 -11.73
H 0.16 4.28 -11.66
H 1.21 5.73 -11.60
H 0.26 3.49 -14.06
H 1.76 4.34 -13.68
H 0.97 4.79 -15.11
C 1.34 -0.90 -0.07
O 2.40 -0.24 0.65
C 2.16 1.24 0.78
C 3.32 1.77 1.70
O 2.97 1.74 3.09
C 3.91 2.31 3.98
C 5.06 1.31 4.26
O 6.30 1.70 3.68
C 7.46 1.08 4.19
H 1.13 -0.27 -0.93
H 0.37 -0.80 0.40
H 1.53 -1.91 -0.43
H 1.26 1.49 1.35
H 2.15 1.67 -0.22
H 3.51 2.83 1.50
H 4.25 1.23 1.57
H 3.45 2.52 4.95
H 4.32 3.27 3.70
H 4.88 0.28 3.95
H 5.15 1.38 5.34
H 8.30 1.64 3.79
H 7.41 0.06 3.82
H 7.60 1.15 5.27
C -4.81 8.08 -3.78
O -5.42 6.82 -3.91
C -6.42 6.57 -2.93
C -6.62 5.00 -2.82
O -7.29 4.34 -3.93
C -8.63 4.73 -4.32
C -8.93 3.86 -5.58
O -9.21 2.51 -5.21
C -10.33 2.09 -5.87
H -5.64 8.78 -3.81
H -4.08 8.22 -4.58
H -4.38 8.20 -2.79
H -7.31 7.17 -3.12
H -6.10 6.84 -1.92
H -7.24 4.81 -1.94
H -5.69 4.46 -2.69
H -8.80 5.77 -4.62
H -9.36 4.50 -3.54
H -8.15 3.82 -6.34
H -9.71 4.48 -6.01
H -10.35 2.09 -6.96
H -11.14 2.74 -5.51
H -10.48 1.04 -5.63
C 3.45 1.61 12.54
N 2.35 1.41 13.39
C 2.19 2.37 14.54
C 1.44 0.42 13.26
O 0.57 0.17 14.11
H 4.36 1.79 13.11
H 3.27 2.44 11.86
H 3.63 0.66 12.03
H 2.60 3.36 14.31
H 1.15 2.48 14.85
H 2.81 2.04 15.37
H 1.62 -0.04 12.28
C 7.44 -5.29 2.54
N 8.71 -5.81 2.21
C 9.51 -4.90 1.33
C 9.16 -7.02 2.55
O 10.30 -7.42 2.29
H 6.94 -5.05 1.60
H 7.63 -4.43 3.19
H 6.85 -6.03 3.09
H 9.07 -4.70 0.35
H 9.76 -3.97 1.83
H 10.42 -5.46 1.10
H 8.43 -7.70 3.02
C -2.34 -3.53 4.15
N -2.49 -2.51 5.20
C -3.81 -2.49 5.82
C -1.50 -1.66 5.49
O -1.67 -0.78 6.34
H -3.05 -3.48 3.32
H -2.40 -4.50 4.64
H -1.41 -3.47 3.59
H -4.10 -3.45 6.26
H -3.77 -1.74 6.61
H -4.56 -2.06 5.16
H -0.59 -1.96 4.94
*
```

Values from the calculation:
HOMO energy = -9.3 eV
SMILES = COCCOCCOC.COCCOCCOC.COCCOCCOC.COCCOCCOC.COCCOCCOC.COCCOCCOC.COCCOCCOC.COCCOCCOC.CN(C)C=O.CN(C)C=O.CN(C)C=O
Max |F| = 4.28 eV/Å
Orbital gap = 9.615 eV
Energy above the lowest of the compared OMol25 structures with the same formula, charge and spin = 0.0 kJ/mol
LUMO level = 0.363 eV
Total energy = -120997.7283 eV

Results of the Mulliken charge analysis, in e, for atoms 1 through 2:
1 C -0.71
2 O -0.34